# C23H49IO4PS

A 5-piece molecular cluster, C23H49IO4PS overall (ωB97M-V/def2-TZVPD, OMol25).

XYZ file:
```
79
Properties=species:S:1:pos:R:3
C -2.5995 -2.7064 1.4921
C -2.9869 -3.1960 0.0856
P -3.3349 -1.9342 -1.1862
C -4.7271 -0.8746 -0.6858
C -4.6245 -0.0912 0.6481
S -1.6446 -0.6766 -1.4641
C -0.9260 0.1645 -0.0016
C 0.4407 -0.4318 0.3801
C 1.5507 -0.0441 -0.5758
I 2.0647 2.0181 -0.3905
H -1.9146 -1.8663 1.4690
H -3.4828 -2.4614 2.0685
H -2.1047 -3.5267 2.0041
H -3.8407 -3.8657 0.1421
H -2.1743 -3.7982 -0.3167
H -5.6213 -1.4904 -0.6648
H -4.8807 -0.1738 -1.5023
H -5.2767 -0.5210 1.3992
H -3.6151 -0.0056 1.0329
H -4.9911 0.9160 0.4784
H -0.6981 -1.5862 -1.7521
H -1.5860 0.0788 0.8511
H -0.8022 1.2026 -0.2904
H 0.3162 -1.5143 0.4248
H 0.6527 -0.0957 1.3909
H 2.4311 -0.6402 -0.3730
H 1.2567 -0.2444 -1.6012
C 5.3385 2.4203 -2.4556
C 6.4615 3.1443 -3.1928
C 7.2051 1.9796 -3.8311
O 6.2273 0.9664 -4.0907
C 5.0112 1.2898 -3.4209
H 4.4783 3.0492 -2.2375
H 5.7130 2.0143 -1.5125
H 6.0452 3.7948 -3.9649
H 7.0953 3.7481 -2.5460
H 7.9560 1.5668 -3.1500
H 7.6973 2.2511 -4.7649
H 4.2746 1.6075 -4.1682
H 4.6316 0.3968 -2.9191
C 9.5731 -1.0231 -3.4953
C 10.8569 -1.4929 -4.1724
C 11.4470 -2.4108 -3.1103
O 10.3383 -2.9745 -2.4039
C 9.1410 -2.2775 -2.7503
H 8.8138 -0.6626 -4.1881
H 9.7965 -0.2223 -2.7855
H 10.6173 -2.0624 -5.0730
H 11.5295 -0.6836 -4.4517
H 12.0638 -1.8508 -2.3994
H 12.0499 -3.2161 -3.5302
H 8.5328 -2.9268 -3.3897
H 8.5769 -2.0610 -1.8419
C -3.9371 0.4807 5.8367
C -2.7191 -0.3540 6.2209
C -2.9487 -1.6253 5.4170
O -3.6491 -1.2307 4.2282
C -4.1106 0.1186 4.3696
H -3.8046 1.5495 5.9935
H -4.8084 0.1578 6.4095
H -1.8043 0.1433 5.8899
H -2.6349 -0.5422 7.2892
H -3.5724 -2.3366 5.9662
H -2.0206 -2.1249 5.1362
H -3.5000 0.7654 3.7273
H -5.1469 0.1798 4.0355
C -9.3438 2.9872 1.2109
C -9.5955 1.6594 0.5032
C -8.1848 1.2481 0.1091
O -7.3111 1.7792 1.1115
C -8.0321 2.7114 1.9304
H -10.1419 3.2799 1.8901
H -9.2116 3.7845 0.4767
H -10.0175 0.9356 1.2034
H -10.2656 1.7359 -0.3508
H -7.9030 1.6751 -0.8602
H -8.0584 0.1641 0.0609
H -8.2040 2.2519 2.9088
H -7.4263 3.6065 2.0700
```

Computed properties:
- F_max: 2.54 eV Å⁻¹
- DFT total energy: -2243.60570 Ha
- Net charge: +1

Atom charges from the Löwdin analysis, given in e for atoms 1 to 8:
1. C -0.13
2. C -0.42
3. P 0.78
4. C -0.42
5. C -0.13
6. S 0.85
7. C -0.44
8. C -0.38